No. 1
A 2-piece molecular cluster, C30H28O2S overall, computed with wB97M-V/def2-TZVPD.

Calculated values
- total energy (hartree) = -1708.5227
- orbital gap (eV) = 2.947
- relative energy (zero: lowest compared OMol25 entry of this formula, charge and spin) (kcal/mol) = 31.7

```
! wB97M-V def2-TZVPD RIJCOSX def2/J DEFGRID3
* xyz 0 1
C -2.53 3.97 0.65
C -2.95 2.55 0.80
C -3.40 1.83 -0.31
C -3.81 0.51 -0.20
C -3.74 -0.15 1.06
S -4.14 -1.76 1.18
C -3.31 0.59 2.20
C -2.90 1.91 2.06
H -2.21 4.39 1.60
H -1.70 4.07 -0.07
H -3.34 4.59 0.26
H -3.44 2.33 -1.28
H -4.18 -0.05 -1.05
H -3.29 0.09 3.17
H -2.55 2.48 2.92
C -3.71 -11.20 -1.48
O -2.37 -10.64 -1.41
C -2.25 -9.29 -1.48
C -0.94 -8.76 -1.44
C -0.76 -7.39 -1.49
C -1.87 -6.53 -1.66
C -1.71 -5.07 -1.69
C -0.87 -4.45 -0.74
C -0.59 -3.09 -0.71
C 0.23 -2.44 0.27
C 0.36 -1.03 0.23
C 1.10 -0.36 1.20
C 1.74 -1.09 2.22
C 1.64 -2.49 2.26
C 0.90 -3.17 1.29
C -2.43 -4.30 -2.71
C -2.35 -4.70 -4.07
C -2.99 -4.00 -5.06
C -3.79 -2.88 -4.72
O -4.41 -2.23 -5.73
C -5.20 -1.07 -5.40
C -3.91 -2.48 -3.36
C -3.21 -3.16 -2.39
C -3.17 -7.08 -1.74
C -3.38 -8.44 -1.61
H -3.55 -12.27 -1.43
H -4.32 -10.86 -0.63
H -4.21 -10.92 -2.42
H -0.10 -9.45 -1.35
H 0.24 -6.97 -1.44
H -0.40 -5.11 -0.01
H -0.98 -2.46 -1.52
H -0.14 -0.49 -0.57
H 1.17 0.73 1.16
H 2.31 -0.56 2.98
H 2.14 -3.05 3.05
H 0.83 -4.25 1.31
H -1.74 -5.56 -4.32
H -2.91 -4.29 -6.11
H -5.57 -0.71 -6.35
H -6.03 -1.33 -4.73
H -4.58 -0.30 -4.92
H -4.54 -1.63 -3.09
H -3.30 -2.83 -1.34
H -4.03 -6.42 -1.84
H -4.39 -8.84 -1.62
*
```

=====

No. 2
A 2-piece molecular cluster, C30H29BrN2O4 overall, computed with wB97M-V/def2-TZVPD.

Calculated values
- total energy (hartree) = -4144.9121
- orbital gap (eV) = 2.625

```
! wB97M-V def2-TZVPD RIJCOSX def2/J DEFGRID3
* xyz 0 1
C -2.89 1.11 -2.88
C -1.57 1.78 -2.62
O -0.55 0.80 -2.88
C 0.72 1.28 -2.74
C 1.71 0.22 -2.83
C 3.06 0.47 -3.09
C 3.60 1.80 -3.07
C 4.96 2.04 -3.11
C 5.86 0.96 -3.21
Br 7.72 1.29 -3.11
C 5.37 -0.34 -3.39
C 4.00 -0.59 -3.34
O 0.90 2.48 -2.54
H -3.70 1.65 -2.38
H -3.11 1.10 -3.96
H -2.90 0.07 -2.53
H -1.44 2.65 -3.29
H -1.49 2.12 -1.58
H 1.33 -0.79 -2.79
H 2.89 2.63 -2.98
H 5.33 3.05 -3.07
H 6.08 -1.15 -3.55
H 3.61 -1.60 -3.50
C -3.99 5.58 0.75
O -4.19 4.74 1.91
C -3.94 3.40 1.86
C -4.33 2.68 3.01
C -4.11 1.32 3.07
C -3.39 0.68 2.05
N -3.16 -0.70 2.18
C -2.07 -1.42 1.75
C -0.72 -0.82 1.68
C 0.33 -1.47 0.89
C 1.63 -1.17 1.13
C 2.74 -2.10 1.02
C 3.88 -1.97 1.85
C 4.92 -2.89 1.81
C 4.85 -3.98 0.92
C 3.72 -4.15 0.13
C 2.67 -3.23 0.17
O -0.50 0.20 2.37
N -2.28 -2.68 2.18
C -1.35 -3.79 2.11
C -3.54 -2.80 2.75
C -4.07 -1.56 2.79
C -3.00 1.39 0.91
C -3.32 2.74 0.77
H -4.35 6.54 1.10
H -2.92 5.64 0.49
H -4.57 5.23 -0.11
H -4.80 3.22 3.83
H -4.47 0.76 3.93
H 0.00 -2.14 0.09
H 1.87 -0.20 1.58
H 3.91 -1.14 2.56
H 5.79 -2.78 2.46
H 5.67 -4.70 0.88
H 3.64 -5.01 -0.54
H 1.78 -3.36 -0.45
H -1.80 -4.62 2.66
H -1.17 -4.09 1.07
H -0.39 -3.54 2.58
H -3.93 -3.74 3.10
H -4.99 -1.21 3.22
H -2.47 0.87 0.11
H -3.07 3.27 -0.15
*
```

=====

No. 3
C30H29ClCsN3O10P as an isolated structure, computed with wB97M-V/def2-TZVPD.

Calculated values
- total energy (hartree) = -2898.7530
- orbital gap (eV) = 7.639
- relative energy (zero: lowest compared OMol25 entry of this formula, charge and spin) (kcal/mol) = 75.1

```
! wB97M-V def2-TZVPD RIJCOSX def2/J DEFGRID3
* xyz -1 1
Cs 0.03 -0.38 1.23
O 1.69 2.52 -3.05
C 1.95 1.60 -2.10
O 1.83 0.42 -2.29
C 2.40 2.23 -0.81
C 2.80 3.55 -0.76
C 3.23 4.05 0.47
C 3.23 3.22 1.57
C 2.77 1.91 1.43
N 2.37 1.42 0.26
C 2.76 0.98 2.65
O 3.88 0.79 3.15
O 1.63 0.55 2.99
H 1.38 1.99 -3.81
H 2.77 4.16 -1.65
H 3.56 5.08 0.55
H 3.58 3.55 2.53
O -3.69 0.19 2.28
Cl -3.01 -0.08 1.04
O -3.99 -0.17 -0.05
O -2.30 -1.35 1.13
O -2.06 0.97 0.75
O -2.91 -1.67 -2.09
N -1.66 -1.08 -2.09
C -0.74 -1.77 -2.64
C -0.84 -3.12 -3.25
C -1.92 -3.50 -4.06
C -1.96 -4.76 -4.63
C -0.93 -5.66 -4.38
C 0.12 -5.30 -3.55
C 0.18 -4.02 -2.99
P 1.49 -3.46 -1.81
C 0.78 -3.89 -0.17
C 1.62 -4.23 0.89
C 1.12 -4.37 2.18
C -0.23 -4.15 2.43
C -1.06 -3.79 1.39
C -0.57 -3.66 0.10
C 2.81 -4.69 -2.05
C 3.87 -4.30 -2.87
C 4.92 -5.17 -3.15
C 4.93 -6.44 -2.60
C 3.89 -6.84 -1.76
C 2.84 -5.97 -1.50
H -3.39 -1.13 -1.42
H 0.24 -1.31 -2.58
H -2.72 -2.79 -4.23
H -2.79 -5.04 -5.26
H -0.95 -6.66 -4.81
H 0.92 -6.01 -3.36
H 2.69 -4.36 0.72
H 1.79 -4.64 2.99
H -0.62 -4.25 3.44
H -2.11 -3.58 1.57
H -1.24 -3.35 -0.69
H 3.87 -3.30 -3.29
H 5.73 -4.85 -3.79
H 5.75 -7.12 -2.81
H 3.90 -7.83 -1.32
H 2.03 -6.29 -0.85
C 2.92 -2.57 3.41
N 3.78 -2.26 2.27
C 5.21 -2.04 2.49
C 3.16 -1.88 1.14
C 4.00 -1.43 -0.03
O 1.93 -1.95 1.05
H 3.56 -2.83 4.26
H 2.27 -3.42 3.18
H 2.31 -1.71 3.68
H 5.50 -2.60 3.38
H 5.43 -0.99 2.66
H 5.79 -2.42 1.66
H 4.56 -2.28 -0.42
H 4.71 -0.65 0.27
H 3.33 -1.04 -0.79
*
```

=====

No. 4
A 2-piece molecular cluster, C30H29N2O2PS overall, computed with wB97M-V/def2-TZVPD.

Calculated values
- structure (SMILES) = C#CCCCc1c(CC=C)ccc2c1C(=O)c1c(N=C(C)C)cc([PH2]=S)cc1C2=O.c1ccncc1
- total energy (hartree) = -2159.8549
- orbital gap (eV) = 6.808

```
! wB97M-V def2-TZVPD RIJCOSX def2/J DEFGRID3
* xyz 0 1
C 0.93 5.09 -5.88
C -0.14 4.75 -5.41
C -1.37 4.07 -4.88
C -0.96 2.76 -4.10
C -1.34 2.81 -2.57
C -2.25 1.62 -2.28
C -3.64 1.67 -2.56
C -4.39 2.86 -3.20
C -4.27 4.21 -2.48
C -5.37 4.75 -1.77
C -4.40 0.51 -2.27
C -3.86 -0.66 -1.73
C -2.49 -0.70 -1.47
C -1.69 0.44 -1.73
C -0.21 0.29 -1.41
O 0.70 0.71 -2.09
C 0.09 -0.51 -0.13
C 1.08 -0.16 0.80
N 1.86 1.02 0.56
C 1.34 2.05 1.11
C 2.13 3.37 1.06
C -0.02 2.09 1.85
C 1.27 -0.97 1.93
C 0.48 -2.11 2.17
P 0.82 -3.04 3.71
S 1.57 -4.80 3.39
C -0.52 -2.46 1.24
C -0.71 -1.65 0.12
C -1.80 -1.96 -0.92
O -2.06 -3.07 -1.29
H 1.93 5.42 -6.08
H -1.88 4.74 -4.17
H -2.02 3.82 -5.73
H 0.12 2.58 -4.25
H -1.50 1.91 -4.56
H -1.76 3.78 -2.28
H -0.42 2.69 -1.98
H -5.46 2.60 -3.17
H -4.14 2.93 -4.27
H -3.37 4.85 -2.50
H -5.60 4.52 -0.72
H -5.98 5.50 -2.32
H -5.47 0.51 -2.49
H -4.48 -1.53 -1.54
H 2.84 3.42 1.91
H 2.71 3.40 0.13
H 1.44 4.23 1.13
H -0.84 1.73 1.21
H 0.06 1.48 2.76
H -0.26 3.12 2.16
H 2.07 -0.68 2.63
H 1.66 -2.27 4.56
H -0.43 -3.11 4.39
H -1.13 -3.35 1.41
N 6.85 -7.76 5.12
C 6.60 -6.72 5.91
C 5.50 -5.90 5.78
C 4.60 -6.16 4.76
C 4.84 -7.23 3.92
C 5.98 -8.00 4.14
H 7.33 -6.55 6.70
H 5.34 -5.07 6.46
H 3.72 -5.54 4.62
H 4.17 -7.47 3.11
H 6.21 -8.85 3.51
*
```

=====

- Which of these has the highest total energy?
  C30H28O2S

=====

Copy entry 2 word for word.
A 2-piece molecular cluster, C30H29BrN2O4 overall, computed with wB97M-V/def2-TZVPD.

Calculated values
- total energy (hartree) = -4144.9121
- orbital gap (eV) = 2.625

```
! wB97M-V def2-TZVPD RIJCOSX def2/J DEFGRID3
* xyz 0 1
C -2.89 1.11 -2.88
C -1.57 1.78 -2.62
O -0.55 0.80 -2.88
C 0.72 1.28 -2.74
C 1.71 0.22 -2.83
C 3.06 0.47 -3.09
C 3.60 1.80 -3.07
C 4.96 2.04 -3.11
C 5.86 0.96 -3.21
Br 7.72 1.29 -3.11
C 5.37 -0.34 -3.39
C 4.00 -0.59 -3.34
O 0.90 2.48 -2.54
H -3.70 1.65 -2.38
H -3.11 1.10 -3.96
H -2.90 0.07 -2.53
H -1.44 2.65 -3.29
H -1.49 2.12 -1.58
H 1.33 -0.79 -2.79
H 2.89 2.63 -2.98
H 5.33 3.05 -3.07
H 6.08 -1.15 -3.55
H 3.61 -1.60 -3.50
C -3.99 5.58 0.75
O -4.19 4.74 1.91
C -3.94 3.40 1.86
C -4.33 2.68 3.01
C -4.11 1.32 3.07
C -3.39 0.68 2.05
N -3.16 -0.70 2.18
C -2.07 -1.42 1.75
C -0.72 -0.82 1.68
C 0.33 -1.47 0.89
C 1.63 -1.17 1.13
C 2.74 -2.10 1.02
C 3.88 -1.97 1.85
C 4.92 -2.89 1.81
C 4.85 -3.98 0.92
C 3.72 -4.15 0.13
C 2.67 -3.23 0.17
O -0.50 0.20 2.37
N -2.28 -2.68 2.18
C -1.35 -3.79 2.11
C -3.54 -2.80 2.75
C -4.07 -1.56 2.79
C -3.00 1.39 0.91
C -3.32 2.74 0.77
H -4.35 6.54 1.10
H -2.92 5.64 0.49
H -4.57 5.23 -0.11
H -4.80 3.22 3.83
H -4.47 0.76 3.93
H 0.00 -2.14 0.09
H 1.87 -0.20 1.58
H 3.91 -1.14 2.56
H 5.79 -2.78 2.46
H 5.67 -4.70 0.88
H 3.64 -5.01 -0.54
H 1.78 -3.36 -0.45
H -1.80 -4.62 2.66
H -1.17 -4.09 1.07
H -0.39 -3.54 2.58
H -3.93 -3.74 3.10
H -4.99 -1.21 3.22
H -2.47 0.87 0.11
H -3.07 3.27 -0.15
*
```